[1]
Here is a cluster of 2 separate species, C19H15N6O6 in total at a distorted geometry from the Open Molecules 2025 dataset. Energies are from wB97M-V/def2-TZVPD.

Geometry as XYZ:
```
46
Properties=species:S:1:pos:R:3
C -0.180 -0.469 2.581
C 1.085 -0.346 1.731
C 2.353 -0.707 2.497
O 1.040 -1.246 0.607
C 0.001 -1.008 -0.280
O -0.483 -1.933 -0.888
C -0.377 0.385 -0.384
C -1.557 0.747 -1.178
C -2.824 0.525 -0.371
C -3.290 1.522 0.487
C -4.442 1.301 1.245
C -5.125 0.082 1.153
C -6.360 -0.124 1.876
N -7.354 -0.300 2.470
C -4.599 -0.941 0.351
C -3.447 -0.717 -0.402
C 0.289 1.432 0.382
O 0.001 2.612 0.332
O 1.270 0.996 1.254
H -1.081 -0.172 2.022
H -0.280 -1.510 2.919
H -0.075 0.174 3.465
H 3.237 -0.572 1.865
H 2.446 -0.066 3.375
H 2.297 -1.753 2.807
H -1.458 1.810 -1.437
H -1.548 0.113 -2.074
H -2.739 2.459 0.554
H -4.810 2.081 1.917
H -5.090 -1.914 0.321
H -3.008 -1.504 -1.015
O 0.467 -1.173 -3.274
N 1.544 -1.749 -2.969
C 2.458 -0.969 -2.192
C 1.957 0.265 -1.804
N 2.892 1.163 -1.367
N 2.667 2.452 -0.971
N 3.824 2.952 -0.635
N 4.836 2.046 -0.827
C 4.249 0.910 -1.259
C 4.733 -0.384 -1.609
C 3.812 -1.344 -1.968
O 1.801 -2.906 -3.343
H 1.015 0.676 -2.157
H 5.818 -0.509 -1.627
H 4.036 -2.388 -2.180
```

Output
Gap between HOMO and LUMO   6.07 eV
Spin multiplicity   1
Charge   -1
Energy   -41169.8994 eV

---

[2]
Here is a structure of composition C19H16AlCl2F6O2S from the Open Molecules 2025 dataset. Energies are from wB97M-V/def2-TZVPD.

Geometry as XYZ:
```
47
Properties=species:S:1:pos:R:3
O 0.665 -2.704 4.923
S 0.648 -2.966 3.492
O 1.032 -4.311 3.098
Al -1.437 -2.229 2.617
Cl -1.774 -0.295 3.550
Cl -2.859 -3.686 3.314
C 2.021 -1.847 2.813
F 2.757 -2.459 1.884
F 2.850 -1.445 3.789
F 1.472 -0.755 2.263
H -1.323 -2.041 1.081
F 3.060 3.243 4.956
C 4.121 2.450 5.210
C 3.974 1.081 5.111
C 5.075 0.278 5.371
C 6.291 0.846 5.726
C 6.410 2.226 5.820
C 5.319 3.042 5.558
H 3.017 0.658 4.841
H 4.975 -0.796 5.295
H 7.145 0.213 5.930
H 7.356 2.672 6.100
H 5.388 4.120 5.619
F -1.202 -3.280 -0.957
C -1.386 -2.761 -2.176
C -2.158 -3.451 -3.091
C -2.347 -2.900 -4.351
C -1.765 -1.683 -4.678
C -0.991 -1.010 -3.741
C -0.800 -1.547 -2.477
H -2.599 -4.399 -2.812
H -2.955 -3.424 -5.077
H -1.915 -1.263 -5.663
H -0.537 -0.062 -3.994
H -0.211 -1.039 -1.724
F -1.284 2.245 -4.818
C -2.620 2.436 -4.808
C -3.420 1.579 -5.535
C -4.791 1.782 -5.524
C -5.339 2.830 -4.797
C -4.510 3.678 -4.075
C -3.136 3.484 -4.074
H -2.973 0.771 -6.096
H -5.434 1.115 -6.082
H -6.409 2.984 -4.791
H -4.933 4.496 -3.507
H -2.472 4.126 -3.513
```

Output
Gap between HOMO and LUMO   8.52 eV
Spin multiplicity   1
Charge   -1
Energy   -82845.8065 eV

---

[3]
Here is a structure of composition C19H16BF6MnN5S from the Open Molecules 2025 dataset. Energies are from wB97M-V/def2-TZVPD.

Geometry as XYZ:
```
49
Properties=species:S:1:pos:R:3
Mn -0.329 0.253 -0.130
C 3.633 0.802 1.434
C 2.218 0.396 1.168
N 1.698 0.198 -0.054
N 2.516 0.273 -1.157
C 1.978 0.272 -2.380
N 2.858 0.082 -3.407
S 0.349 0.547 -2.676
C 1.312 0.178 2.232
C 1.715 0.081 3.582
C 0.782 -0.165 4.554
C -0.567 -0.320 4.206
C -0.905 -0.222 2.877
N -0.013 0.031 1.916
H 4.068 1.307 0.570
H 4.276 -0.050 1.678
H 3.685 1.502 2.267
H 3.477 -0.009 -1.030
H 3.671 -0.490 -3.245
H 2.427 -0.047 -4.307
H 2.761 0.157 3.843
H 1.091 -0.259 5.587
H -1.328 -0.522 4.944
H -1.926 -0.347 2.541
F -5.327 -1.661 -0.048
C -4.518 -0.591 -0.025
C -3.148 -0.773 -0.111
C -2.347 0.355 -0.087
C -2.879 1.651 0.032
C -4.265 1.753 0.109
F -4.861 2.962 0.206
C -5.102 0.656 0.084
C -1.938 2.795 0.043
C -2.270 4.133 0.250
C -1.266 5.085 0.215
C 0.046 4.710 -0.027
C 0.306 3.366 -0.213
N -0.656 2.450 -0.176
H -2.731 -1.769 -0.200
H -6.174 0.775 0.142
H -3.291 4.418 0.437
H -1.514 6.126 0.376
H 0.849 5.433 -0.069
H 1.304 2.993 -0.408
F 1.070 -3.582 -1.026
B 0.241 -3.007 -0.080
F -0.821 -3.817 0.282
F 0.959 -2.568 1.031
F -0.356 -1.803 -0.715
```

Output
Gap between HOMO and LUMO (alpha / beta)   5.04 / 8.20 eV
Spin multiplicity   6
⟨S²⟩   8.873
Relative energy (zero: lowest compared OMol25 entry of this formula, charge and spin)   22.8 kcal/mol
Charge   0
Energy   -86556.9589 eV

---

[4]
Here is a structure of composition C19H16BeN5O2S from the Open Molecules 2025 dataset. Energies are from wB97M-V/def2-TZVPD.

Geometry as XYZ:
```
44
Properties=species:S:1:pos:R:3
Be 0.012 1.839 0.070
O 1.448 5.320 0.105
C 1.227 4.143 0.034
N 0.020 3.471 0.082
C -1.181 4.156 0.066
O -1.390 5.335 0.143
C -2.287 3.148 -0.063
C -3.590 3.528 -0.313
C -4.548 2.538 -0.467
C -4.163 1.214 -0.320
C -2.836 0.923 -0.059
N -1.898 1.869 0.043
C 2.320 3.124 -0.120
C 3.620 3.493 -0.399
C 4.566 2.496 -0.574
C 4.174 1.175 -0.415
C 2.851 0.895 -0.125
N 1.922 1.848 -0.005
H -3.817 4.582 -0.393
H -5.572 2.795 -0.702
H -4.880 0.410 -0.409
H -2.508 -0.099 0.064
H 3.854 4.545 -0.484
H 5.587 2.744 -0.832
H 4.882 0.366 -0.519
H 2.522 -0.124 0.005
N -0.275 -0.928 2.577
C -0.117 -1.489 1.367
S 0.002 -0.509 -0.014
N -0.008 -2.821 1.356
C 0.028 -3.806 0.322
C -0.442 -3.618 -0.972
C -0.403 -4.674 -1.872
C 0.091 -5.912 -1.496
C 0.551 -6.097 -0.201
C 0.518 -5.052 0.704
H -0.312 0.071 2.660
H -0.335 -1.471 3.422
H 0.060 -3.242 2.272
H -0.842 -2.670 -1.283
H -0.774 -4.520 -2.876
H 0.111 -6.729 -2.204
H 0.934 -7.060 0.108
H 0.880 -5.206 1.715
```

Output
Gap between HOMO and LUMO   8.44 eV
Spin multiplicity   1
Charge   +1
Energy   -42743.3538 eV

---

[5]
Here is an isolated molecule of C19H16BrN3O4S at a distorted geometry from the Open Molecules 2025 dataset. Energies are from wB97M-V/def2-TZVPD.

Geometry as XYZ:
```
44
Properties=species:S:1:pos:R:3
C -0.833 7.358 2.948
O 0.023 7.060 1.861
C 0.229 5.758 1.613
C 1.072 5.414 0.545
C 1.280 4.080 0.293
C 0.656 3.118 1.096
N 0.879 1.767 0.809
C 0.426 0.677 1.485
O -0.250 0.712 2.490
C 0.855 -0.624 0.874
C 1.075 -1.707 1.723
C 1.468 -2.935 1.221
C 1.623 -3.105 -0.147
C 1.366 -2.038 -0.985
S 1.427 -2.227 -2.763
O 2.161 -3.402 -3.106
O 1.777 -0.974 -3.361
N -0.198 -2.439 -3.145
C -0.987 -3.384 -2.498
C -0.465 -4.645 -2.216
C -1.238 -5.588 -1.569
C -2.539 -5.274 -1.209
Br -3.600 -6.571 -0.310
C -3.079 -4.033 -1.496
C -2.300 -3.088 -2.136
C 0.987 -0.804 -0.499
C -0.159 3.568 2.129
N -0.362 4.852 2.373
H -0.876 8.444 3.005
H -0.437 6.942 3.877
H -1.830 6.945 2.778
H 1.529 6.190 -0.045
H 1.922 3.771 -0.522
H 1.493 1.603 0.022
H 0.937 -1.560 2.784
H 1.652 -3.759 1.891
H 1.942 -4.043 -0.572
H -0.650 -1.564 -3.358
H 0.541 -4.874 -2.525
H -0.836 -6.565 -1.350
H -4.095 -3.803 -1.217
H -2.714 -2.116 -2.362
H 0.792 -0.016 -1.211
H -0.667 2.879 2.785
```

Output
Gap between HOMO and LUMO   8.49 eV
Spin multiplicity   1
SMILES   COc1ccc(NC(=O)c2cccc(S(=O)(=O)Nc3ccc(Br)cc3)c2)cn1
Relative energy (zero: lowest compared OMol25 entry of this formula, charge and spin)   0.0 kcal/mol
Charge   0
Energy   -113500.8631 eV

---

[6]
Here is a structure of composition C19H16BrNO3PPd from the Open Molecules 2025 dataset. Energies are from wB97M-V/def2-TZVPD.

Geometry as XYZ:
```
42
Properties=species:S:1:pos:R:3
Pd 0.283 0.337 0.567
O 0.836 5.726 0.566
C 1.136 4.432 0.267
C 2.258 4.110 -0.501
C 2.519 2.777 -0.768
N 1.721 1.824 -0.310
C 0.655 2.143 0.403
Br -1.763 0.674 1.939
C 0.295 3.434 0.743
H 1.508 6.299 0.185
H 2.914 4.884 -0.881
H 3.375 2.476 -1.360
H -0.583 3.642 1.336
O 2.174 -3.180 -0.621
C 1.149 -2.530 -0.411
O 0.911 -1.764 0.573
C 0.016 -2.653 -1.474
P -0.656 -1.014 -1.954
C 0.661 -0.308 -3.009
C 0.414 0.930 -3.609
C 1.393 1.573 -4.346
C 2.652 0.998 -4.477
C 2.914 -0.219 -3.870
C 1.926 -0.874 -3.141
C -1.892 -1.528 -3.205
C -3.210 -1.665 -2.769
C -4.205 -2.085 -3.640
C -3.899 -2.354 -4.966
C -2.594 -2.207 -5.414
C -1.597 -1.802 -4.539
H -0.825 -3.174 -1.008
H 0.358 -3.243 -2.325
H -0.558 1.397 -3.484
H 1.180 2.531 -4.804
H 3.425 1.503 -5.044
H 3.895 -0.671 -3.954
H 2.163 -1.814 -2.656
H -3.452 -1.431 -1.738
H -5.222 -2.189 -3.282
H -4.677 -2.671 -5.650
H -2.348 -2.413 -6.449
H -0.578 -1.692 -4.892
```

Output
Gap between HOMO and LUMO   7.25 eV
Spin multiplicity   1
Relative energy (zero: lowest compared OMol25 entry of this formula, charge and spin)   25.8 kcal/mol
Charge   -1
Energy   -110409.3826 eV

---

[7]
Here is a structure of composition C19H16CdCl2N3O2S at a distorted geometry from the Open Molecules 2025 dataset. Energies are from wB97M-V/def2-TZVPD.

Geometry as XYZ:
```
44
Properties=species:S:1:pos:R:3
Cd -0.306 -0.653 0.779
Cl -2.824 -1.527 1.884
C -2.476 -3.149 2.551
Cl -2.063 -4.333 1.318
H -3.403 -3.411 3.068
H -1.618 -3.063 3.238
O -1.137 6.801 1.988
C -1.160 6.411 0.638
O -1.289 7.191 -0.272
C -0.918 4.971 0.403
C -1.402 3.984 1.259
C -1.304 2.653 0.855
C -0.778 2.300 -0.369
C -0.142 3.308 -1.168
C -0.281 4.621 -0.797
N -0.748 0.936 -0.776
C -0.746 0.556 -1.986
C -0.758 -0.966 -2.343
C -0.947 -1.387 -3.629
C -0.790 -2.720 -3.906
C -0.564 -3.593 -2.859
C -0.578 -3.054 -1.547
N -0.620 -1.750 -1.296
H -0.826 6.124 2.575
H -1.997 4.160 2.120
H -1.699 1.898 1.468
H 0.366 3.017 -2.110
H 0.100 5.376 -1.503
H -0.574 1.314 -2.821
H -1.134 -0.690 -4.424
H -0.882 -3.045 -4.932
H -0.657 -4.659 -2.956
H -0.513 -3.781 -0.728
S 0.533 -1.144 2.995
C 2.010 -1.633 2.129
C 3.191 -2.026 2.726
C 4.175 -2.587 1.935
C 4.114 -2.569 0.556
C 2.890 -2.119 0.041
N 1.878 -1.696 0.816
H 3.300 -2.096 3.783
H 5.108 -2.847 2.438
H 4.888 -2.905 -0.157
H 2.583 -2.221 -0.986
```

Output
Gap between HOMO and LUMO   6.81 eV
Spin multiplicity   1
Relative energy (zero: lowest compared OMol25 entry of this formula, charge and spin)   0.0 kcal/mol
Charge   +1
Energy   -68967.2699 eV

---

[8]
Here is a structure of composition C19H16ClIN6O6Ru from the Open Molecules 2025 dataset. Energies are from wB97M-V/def2-TZVPD.

Geometry as XYZ:
```
50
Properties=species:S:1:pos:R:3
Ru -0.650 -0.704 -0.784
Cl -7.705 0.511 -0.621
C -6.158 -0.201 -0.583
C -6.061 -1.584 -0.522
C -4.830 -2.210 -0.484
I -4.681 -4.263 -0.396
C -3.613 -1.441 -0.504
O -2.480 -1.959 -0.452
C -3.745 0.019 -0.583
N -2.592 0.700 -0.625
C -2.624 2.016 -0.705
C -3.829 2.729 -0.727
C -5.016 2.043 -0.685
C -4.994 0.639 -0.616
H -6.968 -2.172 -0.505
H -1.665 2.513 -0.772
H -3.810 3.807 -0.788
H -5.961 2.567 -0.713
C -0.216 -0.146 3.234
C 0.627 0.486 2.185
N 0.316 0.577 0.905
C 1.348 1.248 0.287
C 2.317 1.529 1.211
N 1.823 1.062 2.402
C 3.720 2.030 1.185
O 4.225 2.358 0.020
O 4.358 1.985 2.211
C 1.268 1.531 -1.184
O 2.233 2.092 -1.722
O 0.199 1.161 -1.750
H -0.995 -0.734 2.753
H -0.692 0.612 3.857
H 0.370 -0.792 3.888
H 2.337 1.151 3.268
H 3.541 2.263 -0.732
C 5.093 -1.040 -0.672
N 3.699 -1.388 -0.881
C 3.058 -1.314 -2.185
C 1.628 -1.627 -1.808
O 0.647 -1.623 -2.544
N 1.525 -1.823 -0.465
C 2.768 -1.666 0.030
N 3.005 -1.762 1.342
H 5.709 -1.562 -1.402
H 5.421 -1.341 0.320
H 5.241 0.036 -0.777
H 3.467 -2.034 -2.894
H 3.119 -0.310 -2.614
H 2.279 -2.181 1.899
H 3.944 -1.785 1.700
```

Output
Gap between HOMO and LUMO (alpha / beta)   7.82 / 5.59 eV
Spin multiplicity   6
⟨S²⟩   8.789
Relative energy (zero: lowest compared OMol25 entry of this formula, charge and spin)   8.9 kcal/mol
Charge   +1
Energy   -64389.1528 eV

---

[9]
Here is a structure of composition C19H16ClNO3SSc from the Open Molecules 2025 dataset. Energies are from wB97M-V/def2-TZVPD.

Geometry as XYZ:
```
42
Properties=species:S:1:pos:R:3
Sc 0.177 0.104 0.626
C 3.175 2.584 1.417
C 2.101 1.798 2.115
C 0.830 2.334 2.323
C -0.163 1.607 2.969
C 0.090 0.309 3.404
C 1.365 -0.228 3.232
C 2.353 0.511 2.598
H 3.731 1.964 0.714
H 3.886 2.971 2.150
H 2.755 3.425 0.868
H 0.607 3.327 1.956
H -1.145 2.038 3.101
H -0.684 -0.262 3.899
H 1.578 -1.231 3.578
H 3.330 0.072 2.447
Cl -0.069 -6.652 -2.386
C -0.282 -5.078 -1.691
C -1.540 -4.458 -1.767
C -1.761 -3.212 -1.230
C -0.725 -2.532 -0.582
O -0.949 -1.342 -0.052
C 0.541 -3.148 -0.528
C 1.669 -2.497 0.031
O 1.668 -1.330 0.472
C 0.751 -4.435 -1.077
H -2.349 -4.982 -2.260
H -2.736 -2.746 -1.282
H 2.612 -3.050 0.081
H 1.729 -4.899 -1.018
O -1.243 1.472 0.322
N -1.589 1.949 -0.876
C -2.827 2.478 -1.007
C -3.209 3.005 -2.206
C -2.298 2.981 -3.266
C -1.052 2.434 -3.096
C -0.666 1.889 -1.863
S 0.880 1.168 -1.559
H -3.429 2.435 -0.114
H -4.199 3.425 -2.308
H -2.575 3.393 -4.228
H -0.338 2.406 -3.906
```

Output
Gap between HOMO and LUMO   7.59 eV
Spin multiplicity   1
Relative energy (zero: lowest compared OMol25 entry of this formula, charge and spin)   6.7 kcal/mol
Charge   +1
Energy   -71651.3402 eV

---

[10]
Here is a structure of composition C19H16CoN3O6 from the Open Molecules 2025 dataset. Energies are from wB97M-V/def2-TZVPD.

Geometry as XYZ:
```
45
Properties=species:S:1:pos:R:3
Co 0.096 -0.188 0.303
C 0.964 3.823 1.371
C 0.587 2.729 0.417
O 0.517 1.557 0.922
C 0.441 3.037 -0.937
C 0.167 2.140 -1.973
C 0.685 2.466 -3.337
N -0.541 1.015 -1.796
N -1.478 -1.213 -2.256
C -0.780 -1.919 -1.269
O -1.097 -1.537 0.017
C -0.773 -3.414 -1.453
C -0.861 -3.956 -2.729
C -0.805 -5.330 -2.908
C -0.672 -6.169 -1.811
C -0.595 -5.630 -0.534
C -0.642 -4.256 -0.356
H 1.063 3.426 2.376
H 0.207 4.607 1.354
H 1.909 4.275 1.065
H 0.760 4.027 -1.232
H 1.204 3.419 -3.321
H -0.135 2.494 -4.055
H 1.374 1.692 -3.675
H -0.995 -3.294 -3.574
H -0.875 -5.746 -3.905
H -0.634 -7.242 -1.951
H -0.499 -6.282 0.325
H -0.591 -3.828 0.636
O 2.552 -1.411 -2.606
C 1.374 -1.231 -2.440
O 0.789 -1.496 -1.231
C 0.444 -0.668 -3.408
C -0.827 -0.130 -2.858
C -1.723 0.416 -3.923
C -1.369 0.350 -5.212
C -0.154 -0.213 -5.702
C 0.720 -0.720 -4.774
N -2.338 0.869 -6.215
O -3.237 1.581 -5.821
O -2.169 0.536 -7.369
H -1.272 1.046 -1.087
H -2.684 0.814 -3.628
H 0.025 -0.267 -6.763
H 1.641 -1.197 -5.085
```

Output
Gap between HOMO and LUMO (alpha / beta)   6.89 / 6.36 eV
Spin multiplicity   5
⟨S²⟩   6.047
Relative energy (zero: lowest compared OMol25 entry of this formula, charge and spin)   0.0 kcal/mol
Charge   0
Energy   -74339.2451 eV

---

[11]
Here is a structure of composition C19H16IN4O6Ti at a distorted geometry from the Open Molecules 2025 dataset. Energies are from wB97M-V/def2-TZVPD.

Geometry as XYZ:
```
47
Properties=species:S:1:pos:R:3
Ti 0.000 0.000 0.000
C -0.107 -4.507 0.897
C -0.118 -4.104 -0.555
N -0.646 -5.032 -1.416
C -0.714 -4.702 -2.722
C -0.264 -3.510 -3.251
C -0.429 -3.176 -4.694
O -1.458 -2.212 -4.898
C 0.275 -2.619 -2.327
C 0.760 -1.289 -2.712
N 0.216 -0.295 -2.099
C 0.957 0.936 -2.070
C 0.896 1.642 -3.294
C 1.550 2.861 -3.510
C 2.292 3.442 -2.492
C 2.371 2.816 -1.250
C 1.713 1.582 -1.013
I 2.169 1.065 1.320
C 0.378 -2.843 -0.937
O 0.865 -1.940 -0.163
H -0.538 -5.505 1.024
H -0.704 -3.809 1.494
H 0.918 -4.534 1.281
H -1.177 -5.458 -3.348
H -0.685 -4.065 -5.280
H 0.504 -2.782 -5.108
H -1.600 -1.752 -4.047
H 1.634 -1.223 -3.381
H 0.310 1.216 -4.107
H 1.470 3.348 -4.477
H 2.802 4.387 -2.657
H 2.945 3.295 -0.463
O -2.658 3.904 3.495
C -3.394 3.720 2.369
O -4.447 4.331 2.208
C -2.890 2.783 1.382
C -3.487 2.454 0.173
N -2.675 1.536 -0.441
N -1.581 1.228 0.270
C -1.742 1.988 1.347
C -0.671 1.818 2.258
O -0.653 2.463 3.346
O 0.077 0.980 1.707
H -1.814 3.361 3.537
H -4.403 2.793 -0.287
H -2.801 1.079 -1.337
H -1.436 -0.045 -1.018
```

Output
Gap between HOMO and LUMO (alpha / beta)   5.48 / 5.70 eV
Spin multiplicity   3
⟨S²⟩   2.018
Charge   -1
Energy   -69420.1151 eV